Entry 1:
ORCA calculation (wB97M-V/def2-TZVPD) on a 2-piece molecular cluster, C15H25BN4O6P overall.

```
! wB97M-V def2-TZVPD RIJCOSX def2/J DEFGRID3
* xyz 1 1
C -0.86206 3.99072 -2.08195
C 0.06127 2.87047 -2.48767
C 0.84311 3.05326 -3.62641
C 1.72182 2.08388 -4.07640
C 1.83785 0.89076 -3.38118
C 1.06525 0.69423 -2.25074
C 0.17919 1.66621 -1.78560
C -0.61783 1.37752 -0.53196
C 0.18859 1.62389 0.73873
C 1.21997 2.79146 0.68475
N 2.56542 2.17030 0.70314
C 2.30970 0.90324 1.27950
N 3.27445 0.23097 1.88481
P 4.99627 0.77131 2.25877
O 4.73181 2.29660 2.63181
O 5.54737 0.83470 0.72877
N 1.05649 0.49735 1.13958
B 0.53181 -0.91719 1.23046
N 1.12143 -2.01956 0.48478
O -0.52571 -1.07702 2.05506
H -1.20668 4.50894 -2.97653
H -1.75286 3.65767 -1.55592
H -0.34453 4.73988 -1.47820
H 0.74658 3.97562 -4.18655
H 2.30004 2.25125 -4.97579
H 2.51392 0.12432 -3.73643
H 1.14589 -0.25344 -1.73329
H -1.01261 0.35949 -0.57203
H -1.49031 2.02774 -0.48842
H -0.45963 1.87753 1.57633
H 1.11458 3.50171 -0.12547
H 1.11370 3.32902 1.62568
H 2.78765 1.92882 -0.26879
H 3.04232 -0.68403 2.24810
H 4.54617 2.87450 1.87796
H 4.87982 0.76353 0.04284
H 2.13494 -2.02439 0.46212
H 0.81152 -2.06298 -0.48056
H -1.22856 -1.61270 1.65870
C -3.49843 -3.79511 2.94408
C -4.27597 -3.94694 1.66812
C -4.12508 -5.25699 0.92305
O -4.31413 -4.84827 -0.44090
C -3.94528 -3.55444 -0.54680
O -3.79031 -2.96152 -1.56184
O -3.75664 -3.02049 0.68877
H -3.55108 -2.75961 3.28019
H -3.87249 -4.43641 3.74023
H -2.44949 -4.03758 2.76069
H -5.33409 -3.71801 1.81813
H -4.85744 -6.01078 1.19578
H -3.11775 -5.66940 1.01848
*
```

Summary:
Electronic energy ... -44170.308 eV
HOMO ... -12.101 eV
Frontier orbital gap ... 8.879 eV

---

Entry 2:
ORCA calculation (wB97M-V/def2-TZVPD) on one molecule with the formula C15H25BrN2O4.

```
! wB97M-V def2-TZVPD RIJCOSX def2/J DEFGRID3
* xyz 0 1
C -2.95088 -0.36901 -2.69091
C -2.76682 1.16733 -2.32628
O -2.05393 1.87763 -3.08615
O -3.36193 1.83164 -1.22417
C -3.01352 1.20181 0.04281
C -2.13938 2.19869 0.98274
C -0.84395 2.79373 0.22492
C 0.52502 2.63563 1.04395
C 1.41203 1.35913 0.56219
C 0.57061 0.06060 0.97351
C 1.29657 -1.34056 0.71247
N 1.77331 -1.70677 -0.64889
C 3.07713 -1.08197 -1.00574
C 0.74741 -1.53186 -1.69045
C 0.57200 -0.14840 -2.51720
O -0.03667 -2.45600 -2.04459
C 2.28057 -1.85989 1.90105
C 1.37038 -2.22266 3.15862
Br 1.38553 -0.78372 4.54817
C -0.03941 -2.47019 2.38722
O -1.07142 -2.71251 3.03824
N 0.14002 -2.30879 0.92232
H -2.20343 -1.00402 -2.11213
H -3.99886 -0.77336 -2.47013
H -2.76201 -0.58591 -3.80385
H -4.01622 0.97234 0.56621
H -2.50751 0.17632 -0.08450
H -2.88032 3.01659 1.30381
H -1.81544 1.55266 1.87269
H -1.07660 3.90607 0.03344
H -0.80819 2.30285 -0.80253
H 1.15361 3.58305 0.95834
H 0.26813 2.51487 2.16310
H 1.63336 1.45523 -0.54750
H 2.35972 1.39341 1.19377
H 0.27488 0.20913 2.07928
H -0.42938 0.08133 0.40139
H 3.87564 -1.15210 -0.20121
H 3.02172 0.00401 -1.34166
H 3.48605 -1.67130 -1.91029
H -0.18862 -0.31269 -3.35954
H 0.15381 0.68653 -1.86912
H 1.58791 0.12754 -2.97854
H 3.27900 -1.33455 2.04067
H 2.62021 -2.86862 1.44645
H 1.71704 -3.18420 3.65929
H 0.38282 -3.22903 0.49871
*
```

Summary:
Structure (SMILES) ... CC(=O)OCCCCCC[C@@]1(N(C)C(C)=O)C[C@@H](Br)C(=O)N1
Electronic energy ... -97169.507 eV
HOMO ... -9.800 eV
ΔE to the lowest compared entry with this formula, charge and spin ... 80.6 kcal per mole
Frontier orbital gap ... 9.993 eV